This record from OMol25 describes an isolated molecule of C5H7NOS. The level of theory is wB97M-V/def2-TZVPD.

Output
**HOMO level**: -9.02 eV
**Orbital gap**: 9.283 eV
**SMILES string**: C#C[C@]1(S)[C@H](O)[C@@H]1N
**Energy relative to the best compared isomer or geometry (same formula, charge and spin)**: 130.83 kcal/mol

Last column: Mulliken charge in e.
Positions of all 15 atoms, in Å:
C: -0.99 0.49 0.58  -0.28
C: 0.38 0.97 0.75  0.00
C: 0.10 0.01 -0.41  0.25
C: 0.56 -1.23 -0.38  -0.94
C: 0.82 -2.39 -0.24  0.29
H: -0.41 -0.13 2.37  0.41
H: -1.59 -1.29 1.46  0.27
H: -1.74 1.28 0.15  0.30
H: 0.58 1.96 0.36  0.39
H: 1.42 -0.52 1.34  0.31
H: -1.87 0.82 -1.88  0.15
H: 1.28 -3.39 -0.44  0.40
N: -1.28 -0.29 1.74  -0.67
O: 1.23 0.43 1.76  -0.62
S: -0.23 0.80 -1.96  -0.25

---

This record from OMol25 describes a structure of composition C19H21Br4N5O7V. The level of theory is wB97M-V/def2-TZVPD.

Output
**Charge**: -2
**⟨S²⟩**: 0.775
**HOMO level (spin up / spin down)**: -0.49 / 0.27 eV
**Spin multiplicity**: 2
**Orbital gap (spin up / spin down)**: 4.547 / 3.793 eV

Last column: Löwdin spin population.
Positions of all 57 atoms, in Å:
V: -0.18 -0.69 0.41  0.99
O: -1.81 1.86 -2.60  0.00
C: -1.23 0.91 -2.06  0.00
O: -1.34 0.60 -0.82  0.01
C: -0.18 0.15 -2.88  0.00
C: 1.19 0.52 -2.26  0.00
C: 2.34 0.16 -3.21  0.00
C: 2.40 -1.38 -3.05  0.00
C: 1.24 -1.62 -2.09  0.00
O: 1.32 -0.46 -1.23  0.00
C: -0.11 -1.41 -2.78  0.00
C: -1.27 -2.06 -1.99  0.00
O: -2.26 -2.41 -2.63  0.00
O: -1.07 -2.21 -0.74  0.01
H: -0.26 0.49 -3.91  0.00
H: 1.24 1.52 -1.83  0.00
H: 2.13 0.49 -4.23  0.00
H: 3.27 0.63 -2.88  0.00
H: 2.27 -1.91 -3.99  0.00
H: 3.34 -1.69 -2.59  0.00
H: 1.31 -2.52 -1.47  0.00
H: -0.12 -1.83 -3.78  0.00
Br: 5.51 -4.33 0.10  0.00
C: 3.77 -4.17 0.84  0.00
C: 3.07 -5.28 1.28  0.00
Br: 3.86 -7.01 1.18  0.00
C: 1.77 -5.14 1.79  0.00
Br: 0.81 -6.63 2.48  0.00
C: 1.09 -3.89 1.88  0.00
O: -0.06 -3.75 2.36  0.00
C: 1.84 -2.73 1.37  0.00
O: 1.27 -1.56 1.44  0.02
C: 3.13 -2.91 0.91  0.00
Br: 4.08 -1.33 0.42  0.00
N: -1.53 -1.43 1.96  0.00
H: -2.51 -1.17 1.93  0.00
H: -1.14 -1.14 2.86  0.00
H: -1.41 -2.44 1.92  0.00
C: -3.47 3.93 2.40  0.00
C: -2.56 4.55 1.35  0.00
C: -2.79 3.93 -0.02  0.00
C: -1.09 4.48 1.78  0.00
N: -0.61 3.13 1.93  0.00
C: -0.22 2.25 1.00  -0.02
N: -0.06 1.08 1.57  -0.01
N: -0.29 1.28 2.89  -0.01
N: -0.62 2.50 3.12  0.00
H: -4.52 4.06 2.12  0.00
H: -3.32 4.38 3.39  0.00
H: -3.28 2.86 2.49  0.00
H: -2.79 5.63 1.29  0.00
H: -2.59 2.86 -0.04  0.00
H: -2.15 4.38 -0.79  0.00
H: -3.83 4.07 -0.33  0.00
H: -0.93 4.98 2.74  0.00
H: -0.46 4.97 1.03  0.00
H: -0.14 2.48 -0.05  0.00

---

This record from OMol25 describes an isolated molecule of C4H10N2O. The level of theory is wB97M-V/def2-TZVPD.

Output
**HOMO level**: -8.70 eV
**Orbital gap**: 9.553 eV
**SMILES string**: NCNCCC=O
**Energy relative to the best compared isomer or geometry (same formula, charge and spin)**: 53.75 kcal/mol

Last column: Mulliken charge in e.
Positions of all 17 atoms, in Å:
C: -0.71 0.47 0.61  -0.92
C: -0.87 0.90 -0.89  -0.21
C: -2.36 0.85 -1.15  -0.07
O: -2.95 0.67 -2.17  -0.46
N: 0.67 0.28 1.00  -0.36
C: 1.43 -0.66 0.12  -0.25
N: 2.31 -1.44 0.94  -0.65
H: -1.39 -0.39 0.73  0.36
H: -1.04 1.34 1.18  0.44
H: -0.50 1.93 -0.97  0.27
H: -0.36 0.27 -1.61  0.31
H: -2.96 1.08 -0.24  0.34
H: 0.95 0.05 1.93  0.22
H: 0.65 -1.18 -0.42  0.24
H: 1.99 -0.15 -0.67  0.27
H: 1.93 -2.38 1.07  0.21
H: 3.21 -1.64 0.54  0.26